Entry from OMol25: 13 unconnected molecules or ions with the total composition C54H139N5O18 (wB97M-V/def2-TZVPD).

Each line ends with the Löwdin charge.
Geometry (Å):
C 11.4730 4.2904 20.3981  -0.070
C 10.3564 3.4440 19.9541  -0.510
C 10.2796 3.2733 18.4822  -0.050
O 10.4342 2.0799 20.5432  -0.068
H 11.5781 4.2639 21.4989  0.067
H 11.3388 5.3857 20.1644  0.111
H 12.3853 3.8439 20.0300  0.081
H 9.3997 3.9361 20.3060  0.111
H 11.2509 2.8821 18.2365  0.081
H 10.0908 4.2106 17.9905  0.088
H 9.5867 2.4825 18.2688  0.080
H 10.2933 2.2478 21.4868  0.051
C 14.9754 1.1225 29.1876  -0.048
C 14.2267 0.8125 27.9025  -0.517
C 13.8813 -0.6302 27.7316  -0.042
O 13.0685 1.6468 27.7133  -0.089
H 15.9628 0.6526 29.3258  0.085
H 14.4226 0.7489 30.0955  0.099
H 15.1461 2.1395 29.3070  0.049
H 14.8586 1.0961 27.0781  0.121
H 14.8351 -1.1683 27.9138  0.102
H 13.4479 -0.7911 26.7506  0.069
H 13.1534 -0.8582 28.5076  0.071
H 12.3519 1.2749 28.3699  0.116
C 14.2217 0.9928 22.2457  -0.058
C 13.9375 1.5603 23.6282  -0.483
C 13.7972 3.0982 23.5399  -0.038
O 12.7754 0.8862 24.1663  -0.072
H 15.1146 1.4542 21.8360  0.076
H 13.3532 1.3467 21.6347  0.083
H 14.2941 -0.0999 22.1800  0.083
H 14.8221 1.3487 24.2856  0.134
H 13.4321 3.5080 24.5408  0.082
H 13.0429 3.2971 22.7843  0.048
H 14.8197 3.5073 23.4285  0.089
H 12.7726 0.9792 25.1305  0.060
C 6.6846 -5.1503 24.1883  -0.053
C 7.5254 -5.1702 25.4603  -0.480
C 8.8562 -5.8818 25.2309  -0.035
O 7.7646 -3.9296 26.1195  -0.091
H 7.2166 -4.7917 23.3153  0.074
H 5.8829 -4.4519 24.2902  0.047
H 6.3293 -6.1516 23.9280  0.087
H 6.8600 -5.7265 26.1143  0.128
H 9.4080 -5.2669 24.5797  0.056
H 8.6637 -6.8830 24.8497  0.084
H 9.4049 -5.9769 26.1642  0.077
H 8.2098 -3.3642 25.4416  0.045
C 10.1665 -0.7819 25.8858  -0.029
C 9.2691 -0.9325 24.6735  -0.385
C 9.8645 -0.3535 23.4172  -0.053
O 9.1551 -2.4082 24.4816  -0.091
H 11.1220 -1.1916 25.7866  0.063
H 9.7092 -1.2118 26.7536  0.066
H 10.3475 0.2677 26.0298  0.061
H 8.2542 -0.5826 24.7444  0.120
H 10.8553 -0.7554 23.2352  0.083
H 9.9360 0.7025 23.4905  0.046
H 9.1686 -0.6171 22.5902  0.102
H 9.8078 -2.7185 23.8426  0.099
C 8.4934 7.5926 24.7873  -0.043
C 8.8829 7.4888 23.3292  -0.473
C 8.5244 6.1737 22.7324  -0.061
O 8.2419 8.4338 22.4327  -0.041
H 8.7133 8.5279 25.2939  0.061
H 9.1022 6.8501 25.3277  0.068
H 7.4085 7.4427 24.9470  0.096
H 9.9544 7.6499 23.3029  0.132
H 7.5250 5.8431 22.8657  0.075
H 9.1470 5.4833 23.3025  0.073
H 8.7557 6.1540 21.6801  0.076
H 8.2791 9.2373 22.9223  0.022
C 1.6942 -3.4373 25.4144  -0.043
C 2.5427 -2.1427 25.6610  -0.489
C 3.9546 -2.2299 26.1120  -0.053
O 2.3169 -1.2911 24.5065  -0.089
H 0.7740 -3.1125 24.8242  0.101
H 1.2885 -3.7526 26.3718  0.064
H 2.2907 -4.2320 24.9402  0.075
H 1.9596 -1.6264 26.4514  0.120
H 4.3912 -1.1929 26.2935  0.084
H 4.6242 -2.8061 25.4535  0.069
H 3.8716 -2.8450 27.0468  0.106
H 2.7192 -1.6517 23.7149  0.084
C 8.4271 -5.0036 29.6852  -0.040
C 9.3561 -3.7711 29.5636  -0.497
C 10.7338 -3.8817 30.2477  -0.049
O 9.6459 -3.4925 28.2213  -0.073
H 8.7414 -5.8760 29.0987  0.084
H 7.5040 -4.6143 29.2972  0.060
H 8.2929 -5.2393 30.7433  0.077
H 8.7540 -2.9276 29.9335  0.123
H 11.3474 -4.7030 29.8557  0.078
H 10.6398 -4.0598 31.3434  0.083
H 11.3567 -2.9894 30.0603  0.055
H 8.8970 -3.7106 27.6454  0.040
C 7.1848 11.8170 26.8164  -0.112
O 6.7329 12.5583 25.7133  -0.207
C 7.4732 12.4324 24.5312  -0.208
C 8.8578 13.1909 24.6155  -0.151
N 9.7144 12.9372 23.4123  -0.049
C 10.0664 11.5616 23.2587  -0.268
C 11.1354 11.3640 22.2391  -0.171
O 12.3097 12.1851 22.5937  -0.204
C 13.1899 11.4390 23.3867  -0.144
H 7.2959 10.7420 26.5597  0.089
H 6.3715 12.0505 27.4959  0.087
H 8.1523 12.2716 27.2276  0.100
H 6.8028 12.8165 23.7469  0.131
H 7.6540 11.3811 24.2979  0.091
H 9.3044 12.8236 25.5402  0.092
H 8.7285 14.2288 24.7449  0.100
H 10.5643 13.4892 23.4684  0.106
H 9.2093 11.0071 22.8971  0.091
H 10.3526 11.1270 24.2524  0.133
H 10.8701 11.5482 21.1970  0.128
H 11.4924 10.2956 22.2641  0.122
H 14.1198 12.0624 23.4991  0.106
H 13.4066 10.3978 23.0429  0.095
H 12.7594 11.3407 24.3566  0.063
C 5.8772 -0.9818 28.9978  -0.086
O 6.6601 0.2123 29.1071  -0.172
C 6.7818 0.5962 27.7832  -0.251
C 7.8555 1.6869 27.5876  -0.178
N 7.6851 2.1131 26.1986  -0.061
C 8.3228 3.4126 25.9047  -0.176
C 9.8505 3.3467 25.6975  -0.187
O 10.3549 4.6353 25.3643  -0.190
C 11.3093 5.0639 26.2643  -0.137
H 5.6680 -1.1934 30.1017  0.115
H 6.4891 -1.7973 28.6229  0.087
H 4.9948 -0.7960 28.4780  0.045
H 5.8237 0.9070 27.2845  0.124
H 7.1238 -0.2086 27.1608  0.105
H 8.8422 1.2591 27.6718  0.080
H 7.7940 2.6092 28.1838  0.099
H 6.6807 2.1634 25.8774  0.086
H 8.1428 4.1973 26.6599  0.120
H 7.8646 3.7308 24.9772  0.102
H 10.1533 2.6956 24.9130  0.096
H 10.3562 3.0389 26.6347  0.109
H 11.3127 4.6426 27.2586  0.079
H 11.2098 6.1396 26.3962  0.087
H 12.3300 4.8562 26.0161  0.063
C 3.9301 1.1445 32.4472  -0.108
O 4.0670 2.4183 31.8820  -0.186
C 4.4253 3.3572 32.8693  -0.224
C 4.8706 4.6493 32.2262  -0.188
N 6.1427 4.4980 31.5182  -0.038
C 6.1269 3.8787 30.1733  -0.183
C 5.0314 4.5136 29.2947  -0.231
O 5.1791 5.9140 29.2501  -0.203
C 4.2914 6.6111 28.3770  -0.092
H 4.8366 0.9130 33.0615  0.083
H 3.9284 0.4721 31.6055  0.077
H 3.0385 0.9972 33.0899  0.097
H 5.2475 2.8825 33.4319  0.104
H 3.6010 3.5824 33.4895  0.109
H 5.1442 5.4072 32.9812  0.135
H 4.0733 5.0029 31.5935  0.099
H 6.5182 5.3858 31.4071  0.070
H 5.9629 2.8199 30.2912  0.098
H 7.0959 4.0213 29.7032  0.091
H 3.9986 4.2989 29.7893  0.135
H 4.9582 4.0479 28.2826  0.115
H 4.8622 7.2565 27.6636  0.087
H 3.6340 7.3666 28.9304  0.104
H 3.7139 5.8883 27.8473  0.061
C 0.6160 1.0192 26.2216  -0.061
O 1.2817 2.3030 26.1670  -0.187
C 2.1839 2.4856 25.1109  -0.245
C 3.5366 2.0090 25.5806  -0.207
N 4.7253 2.2846 24.7319  -0.040
C 4.6325 1.5435 23.4938  -0.232
C 5.8717 1.5575 22.7019  -0.211
O 6.2441 2.9412 22.4625  -0.194
C 7.4129 2.8801 21.5968  -0.099
H -0.1347 0.8205 25.4416  0.099
H 0.2099 1.0090 27.2347  0.095
H 1.3515 0.2634 26.1394  0.025
H 2.2726 3.5752 24.9449  0.130
H 1.9076 2.0686 24.1174  0.125
H 3.5404 0.9540 25.7599  0.078
H 3.6188 2.4033 26.6290  0.128
H 4.9118 3.2662 24.6417  0.107
H 3.6799 1.7313 22.9577  0.123
H 4.4376 0.5100 23.7875  0.112
H 5.7574 1.0967 21.7195  0.121
H 6.7263 1.1396 23.3190  0.133
H 7.7001 3.8607 21.2205  0.058
H 7.2238 2.1806 20.7468  0.099
H 8.2881 2.3912 22.1048  0.080
C 10.6046 0.1210 30.1390  -0.145
O 11.2372 1.1650 30.6955  -0.179
C 10.5258 2.3672 30.7212  -0.195
C 9.0777 2.2878 31.1859  -0.211
N 9.0995 1.6882 32.4834  -0.065
C 7.8024 1.3623 32.9523  -0.216
C 7.8882 0.6065 34.3040  -0.223
O 8.0603 -0.7839 34.0576  -0.191
C 8.2387 -1.4755 35.2807  -0.099
H 11.2980 -0.6943 30.0011  0.077
H 10.2747 0.4027 29.1180  0.089
H 9.7268 -0.1827 30.6337  0.077
H 10.5926 2.7893 29.7254  0.109
H 11.1494 2.9813 31.3572  0.129
H 8.4462 1.6411 30.5422  0.100
H 8.6353 3.3113 31.2034  0.122
H 9.7298 0.9150 32.5309  0.105
H 7.2397 0.7456 32.2162  0.125
H 7.2392 2.3080 33.2047  0.116
H 6.9537 0.7508 34.8593  0.109
H 8.6665 1.0746 34.9083  0.124
H 9.2810 -1.3798 35.6026  0.096
H 7.9532 -2.4852 35.1798  0.071
H 7.5407 -0.9881 35.9293  0.072

The net charge is 0. The calculation puts the electronic energy at -3768.53895 Eh. The calculation puts the gap between HOMO and LUMO at 8.84 eV. The relative energy (zero: lowest compared OMol25 entry of this formula, charge and spin) comes out at 4.644 eV.